P.
ORCA calculation (ωB97M-V/def2-TZVPD) on a single C11H15NO molecule.

Summary:
HOMO-LUMO gap, eV: 9.0755
HOMO, eV: -8.21
SMILES string: COc1cccc2c1C[C@H](N)CC2
Total charge: 0
Molar mass, g mol⁻¹: 177.247

Last column: Mulliken charge in e.
Geometry (Å):
C (1.70873, 3.12358, -1.00106)  -0.85
O (0.86906, 2.12085, -0.57251)  -0.34
C (1.14767, 0.85888, -0.59949)  0.79
C (2.40672, 0.44741, -0.87555)  -0.71
C (2.53272, -0.95189, -1.11684)  -0.64
C (1.57676, -1.83957, -0.67260)  -0.75
C (0.38579, -1.28063, -0.11155)  0.83
C (0.14208, 0.10237, -0.08493)  -0.18
C (-1.04509, 0.78462, 0.38618)  -0.52
C (-2.13800, -0.22026, 0.50121)  0.15
N (-3.33848, 0.22819, 1.20254)  -0.64
C (-1.70663, -1.53987, 1.26334)  -0.81
C (-0.54826, -2.25744, 0.54567)  -0.96
H (2.14468, 3.00326, -2.03999)  0.35
H (1.27444, 4.09348, -0.75850)  0.27
H (2.79225, 3.06744, -0.39672)  0.26
H (3.13437, 1.15160, -1.09235)  0.46
H (3.47027, -1.32426, -1.46639)  0.40
H (1.82848, -2.94915, -0.43266)  0.22
H (-0.74489, 0.99441, 1.48758)  0.07
H (-1.26532, 1.70538, -0.13114)  0.52
H (-2.34070, -0.56700, -0.57724)  0.19
H (-4.03599, -0.52240, 1.40763)  0.26
H (-3.59803, 1.10356, 0.54578)  0.29
H (-2.37654, -2.49108, 1.24509)  0.35
H (-1.42988, -1.20294, 2.34290)  0.24
H (0.12690, -2.77663, 1.27751)  0.39
H (-0.97311, -2.86192, -0.27588)  0.36

---

Q.
ORCA calculation (ωB97M-V/def2-TZVPD) on 2 unconnected molecules or ions with the total composition C11H15NO.

Summary:
HOMO-LUMO gap (spin up / spin down), eV: 6.2982 / 7.7175
HOMO (spin up / spin down), eV: -6.77 / -8.11
Total charge: 0
Molar mass, g mol⁻¹: 177.247

Last column: Mulliken charge in e.
Geometry (Å):
C (-3.95503, -0.38414, -0.13013)  -0.18
C (-3.61537, 1.01744, -0.24858)  -0.59
C (-3.02612, -1.35299, 0.02816)  -0.76
C (-2.34588, 1.35155, 0.14729)  -0.44
C (-1.55752, -1.11868, 0.01310)  -0.24
C (-1.31075, 0.36585, 0.19566)  0.26
C (0.90474, -0.05581, 0.53765)  -0.45
C (1.43189, -2.46704, -0.30642)  -0.01
C (2.42641, 0.80597, -1.33255)  -1.53
C (2.80742, 1.48496, 1.00079)  -2.17
C (2.32561, 0.32482, 0.10642)  0.60
N (-0.09148, 0.78395, 0.25490)  -0.47
O (1.15942, -3.43838, 0.36863)  -0.42
H (-5.06014, -0.53714, -0.13613)  0.29
H (-4.47115, 1.61400, -0.40404)  0.39
H (-3.42422, -2.28135, 0.20823)  0.46
H (-2.17641, 2.41725, 0.25281)  0.37
H (-1.12834, -1.59016, 0.82532)  0.43
H (0.76900, -0.58052, 1.47838)  0.70
H (2.35379, -2.51190, -0.91853)  0.29
H (2.58218, -0.08809, -1.91981)  0.24
H (3.21745, 1.38078, -1.58369)  0.51
H (1.54213, 1.41360, -1.47646)  0.36
H (3.72892, 1.91323, 0.78597)  0.49
H (2.75724, 1.27535, 1.99003)  0.53
H (2.17437, 2.24745, 0.95250)  0.57
H (3.09890, -0.41276, 0.14745)  0.43
H (-1.11705, -1.57723, -0.83694)  0.36

---

R.
ORCA calculation (ωB97M-V/def2-TZVPD) on 2 unconnected molecules or ions with the total composition C11H15NO.

Summary:
HOMO-LUMO gap, eV: 8.6431
HOMO, eV: -7.75
SMILES string: Cc1c[nH]c2ccccc12.CCO
Total charge: 0
Molar mass, g mol⁻¹: 177.247

Last column: Mulliken charge in e.
Geometry (Å):
C (-1.24926, -1.26575, 2.11638)  -1.24
C (0.10006, -0.95940, 1.77771)  0.31
C (1.25091, -0.52239, 2.47358)  -0.63
N (2.36995, -0.30890, 1.65864)  -0.04
C (1.98191, -0.58294, 0.40828)  -0.40
C (2.73216, -0.56499, -0.74824)  -0.52
C (2.17636, -0.85882, -2.03048)  -0.64
C (0.80344, -1.14097, -2.04863)  -0.53
C (0.00734, -1.06505, -0.85637)  -0.82
C (0.59731, -0.85243, 0.37848)  1.42
H (-2.05840, -0.62392, 1.73611)  0.19
H (-1.42561, -1.44274, 3.18694)  0.37
H (-1.50757, -2.18856, 1.54124)  0.31
H (1.08625, -0.31842, 3.58833)  0.28
H (3.22203, 0.24333, 1.85162)  0.26
H (3.74501, -0.15920, -0.77410)  0.27
H (2.69480, -0.70392, -2.98694)  0.37
H (0.23726, -1.59279, -2.83425)  0.39
H (-1.01720, -1.26861, -0.93911)  0.64
C (-2.54736, 1.49988, -0.88514)  -0.71
C (-1.28313, 2.23567, -0.48645)  -0.24
O (-0.24300, 1.88872, -1.29587)  -0.45
H (-3.20015, 1.88088, -1.68653)  0.32
H (-3.25929, 1.58234, -0.06674)  0.30
H (-2.27591, 0.45118, -1.27226)  0.06
H (-1.33139, 3.33182, -0.71730)  0.31
H (-1.05618, 2.17211, 0.62500)  0.18
H (-0.55034, 1.13386, -1.71388)  0.23

---

S.
ORCA calculation (ωB97M-V/def2-TZVPD) on 2 unconnected molecules or ions with the total composition C11H15NO.

Summary:
HOMO-LUMO gap (spin up / spin down), eV: 9.5233 / 7.3045
HOMO (spin up / spin down), eV: -9.27 / -8.08
Total charge: 0
Molar mass, g mol⁻¹: 177.247

Last column: Mulliken charge in e.
Geometry (Å):
C (-1.76583, -2.11689, 3.02687)  -0.28
C (-2.13425, -1.99910, 1.69046)  -0.79
C (-1.31416, -1.02686, 3.81515)  -0.54
C (-1.65096, -0.87079, 1.05788)  0.21
C (-1.13941, 0.16069, 3.15750)  -0.40
C (-1.11684, 0.17259, 1.74821)  -0.05
C (1.43611, 1.36465, -0.49382)  -0.25
C (0.64860, -0.73342, -1.63263)  -1.45
C (2.00043, 1.11091, -2.87259)  -1.69
C (-0.32458, 1.55658, -2.21919)  -1.84
C (0.93364, 0.85165, -1.79091)  2.10
N (1.86466, 0.54855, 0.61038)  -0.35
O (2.71469, 1.49806, -0.07372)  -0.37
H (-1.87076, -3.04896, 3.52434)  0.36
H (-2.67606, -2.69535, 1.05245)  0.39
H (-1.29105, -1.08345, 4.86509)  0.42
H (-1.63666, -0.97631, -0.02548)  0.37
H (-1.23680, 1.10408, 3.76597)  0.33
H (0.48501, -0.87187, -0.61535)  0.31
H (1.52301, -1.37939, -1.88426)  0.34
H (-0.31215, -1.02128, -2.12805)  0.34
H (1.61912, 0.67051, -3.77728)  0.48
H (2.24535, 2.17857, -2.75516)  0.41
H (2.97294, 0.56077, -2.69843)  0.32
H (-1.13968, 1.39998, -1.57173)  0.36
H (-0.51139, 1.11213, -3.14629)  0.52
H (-0.07663, 2.58269, -2.17159)  0.48
H (1.75365, 0.95126, 1.54220)  0.28

---

Least stable of them? S.

---

P.
ORCA calculation (ωB97M-V/def2-TZVPD) on a molecular structure, C3H3Br3S.

Summary:
HOMO-LUMO gap (spin up / spin down), eV: 6.5045 / 7.5688
HOMO (spin up / spin down), eV: -6.48 / -10.10
Multiplicity: 3
Total charge: 0
Molar mass, g mol⁻¹: 310.836
Expectation value of S²: 2.02

Last column: Mulliken charge in e.
Geometry (Å):
C (0.67360, -0.66167, -0.63230)  0.15
C (1.47809, -0.53799, 0.40451)  -0.39
C (-3.50589, -0.05779, -0.23256)  -0.18
S (-0.17228, -0.75566, -1.90372)  -0.36
Br (-5.17896, 0.73771, -0.60520)  -0.02
Br (-3.91589, -1.82319, 0.65592)  -0.05
Br (-2.40527, 1.18952, 0.59975)  0.04
H (1.27239, -0.28488, 1.41048)  0.30
H (-3.09392, -0.43130, -1.14077)  0.20
H (2.38727, -0.94724, 0.29599)  0.33

---

Q.
ORCA calculation (ωB97M-V/def2-TZVPD) on a molecular structure, C3H3Br3S.

Summary:
HOMO-LUMO gap (spin up / spin down), eV: 5.9563 / 8.3860
HOMO (spin up / spin down), eV: -6.19 / -10.34
Multiplicity: 3
Total charge: 0
Molar mass, g mol⁻¹: 310.836
Expectation value of S²: 2.01

Last column: Mulliken charge in e.
Geometry (Å):
C (0.69312, 1.63989, 0.51541)  0.11
C (0.51042, 1.42047, -0.83551)  0.03
C (3.42134, 0.06872, -0.33019)  -0.15
S (1.16352, 1.94250, 1.94425)  -0.38
Br (4.45292, -0.48254, 1.27065)  -0.05
Br (2.90963, -1.40033, -1.47196)  0.02
Br (4.39184, 1.38875, -1.13772)  0.10
H (0.83744, 2.29306, -1.49386)  0.25
H (-0.61044, 1.06001, -0.94651)  0.25
H (1.36561, 0.75292, -1.14059)  -0.17

---

Least stable of them? Q.

---

P.
ORCA calculation (ωB97M-V/def2-TZVPD) on a gas-phase ion, C3H5O2S2 (charge -1).

Summary:
HOMO-LUMO gap, eV: 7.7622
HOMO, eV: -4.08
SMILES string: C/C=C/S(=O)(=O)[S-]
Total charge: -1
Molar mass, g mol⁻¹: 137.205

Last column: Mulliken charge in e.
Geometry (Å):
C (1.62461, -0.93708, 0.89192)  -1.05
C (0.26507, -0.49380, 0.58557)  0.19
C (0.05319, 0.38433, -0.42294)  -0.77
S (-1.70101, 0.98481, -0.84079)  0.85
O (-2.43269, 0.89637, 0.43049)  -0.65
O (-1.41905, 2.34185, -1.31610)  -0.65
S (-2.27300, -0.22213, -2.23652)  -0.51
H (2.08823, -1.08462, 0.00721)  0.35
H (2.13962, -0.04629, 1.35839)  0.25
H (1.45781, -1.98177, 1.37610)  0.26
H (-0.61830, -0.76523, 1.12376)  0.39
H (0.81552, 0.92356, -0.95709)  0.34

---

Q.
ORCA calculation (ωB97M-V/def2-TZVPD) on a gas-phase ion, C3H5O2S2 (charge -1).

Summary:
HOMO-LUMO gap, eV: 7.8218
HOMO, eV: -4.16
SMILES string: C/C=C/S(=O)(=O)[S-]
Total charge: -1
Molar mass, g mol⁻¹: 137.205

Last column: Mulliken charge in e.
Geometry (Å):
C (-0.84501, 1.52747, 1.13593)  -0.98
C (-0.36257, 0.54800, 0.08826)  0.14
C (0.14162, -0.60657, 0.38388)  -0.65
S (0.83993, -1.53003, -1.31756)  0.78
O (1.03178, -2.97253, -0.96638)  -0.64
O (-0.19483, -1.25380, -2.29870)  -0.62
S (2.49742, -0.53589, -1.58562)  -0.47
H (-0.43921, 2.53380, 1.14484)  0.28
H (-1.86184, 1.48638, 0.90282)  0.26
H (-0.75691, 1.01523, 2.16866)  0.26
H (-0.48618, 0.56689, -1.03405)  0.27
H (0.43580, -0.77895, 1.37792)  0.36

---

R.
ORCA calculation (ωB97M-V/def2-TZVPD) on 2 unconnected molecules or ions with the total composition C3H5O2S2.

Summary:
HOMO-LUMO gap (spin up / spin down), eV: 3.9106 / 3.9113
HOMO (spin up / spin down), eV: -2.94 / -2.94
Total charge: -1
Molar mass, g mol⁻¹: 137.205

Last column: Mulliken charge in e.
Geometry (Å):
C (-2.49709, 0.06357, 0.31764)  0.66
C (-0.10736, 1.33276, -1.55297)  -0.57
C (-1.87336, 1.47930, 0.64867)  -0.11
O (-3.56770, 0.18831, 0.94705)  -0.59
O (-1.93478, -0.77760, -0.32323)  -0.57
S (2.88323, -0.06335, 0.20164)  -0.85
S (-1.30485, 2.43028, -0.63144)  0.04
H (0.39777, 2.01751, -2.32061)  0.33
H (-0.83813, 0.76735, -2.12820)  0.28
H (0.41429, 0.64404, -0.76984)  0.11
H (-2.34710, 2.07044, 1.43158)  0.30
H (3.64285, -1.31100, 0.26548)  -0.03

---

Least stable of them? R.

---

P.
ORCA calculation (ωB97M-V/def2-TZVPD) on a gas-phase ion, C4H5N2 (charge +1).

Summary:
HOMO-LUMO gap, eV: 9.4151
HOMO, eV: -15.65
SMILES string: [NH+]#C[C@@H]1[C@@H]2CN12
Total charge: +1
Molar mass, g mol⁻¹: 81.098

Last column: Mulliken charge in e.
Geometry (Å):
N (-2.34242, -0.40995, 0.00091)  -0.14
C (-1.35248, 0.21565, -0.09357)  0.48
C (-0.29543, 1.03729, 0.00558)  -0.35
C (1.07726, 0.56059, -0.49589)  0.10
C (1.08840, -0.88057, -0.04063)  -0.43
N (1.06129, 0.20714, 0.92017)  -0.21
H (-2.79542, -1.16839, 0.46006)  0.34
H (-0.55392, 2.09047, 0.34110)  0.40
H (1.84102, 1.15263, -1.01420)  0.35
H (0.28962, -1.47620, -0.04484)  0.20
H (1.98208, -1.32865, -0.03867)  0.28

---

Q.
ORCA calculation (ωB97M-V/def2-TZVPD) on a molecular structure, C4H5N2.

Summary:
HOMO-LUMO gap, eV: 10.6593
HOMO, eV: -14.75
Total charge: +1
Molar mass, g mol⁻¹: 81.098

Last column: Mulliken charge in e.
Geometry (Å):
C (-0.90014, 1.37452, 0.18678)  -0.20
C (-1.27878, 0.03232, -0.22554)  0.31
C (0.05155, 0.50378, -0.27174)  0.05
C (2.53193, -0.35280, 0.16813)  -0.07
N (1.87774, 0.19912, -0.73844)  -0.25
N (-2.21366, -0.81505, -0.37740)  -0.30
H (-1.12022, 2.34061, 0.61148)  0.37
H (2.41139, -0.54088, 1.27462)  0.25
H (3.63854, -0.46021, -0.01466)  0.27
H (-3.08410, -0.54509, 0.04992)  0.29
H (-1.91425, -1.73631, -0.66316)  0.28

---

R.
ORCA calculation (ωB97M-V/def2-TZVPD) on 2 unconnected molecules or ions with the total composition C4H5N2.

Summary:
HOMO-LUMO gap (spin up / spin down), eV: 6.6977 / 10.4795
HOMO (spin up / spin down), eV: -14.84 / -15.86
Total charge: +1
Molar mass, g mol⁻¹: 81.098

Last column: Mulliken charge in e.
Geometry (Å):
C (-0.01853, -1.30381, -0.60776)  0.02
C (0.25359, -0.92354, 1.47555)  0.04
C (-0.42712, -0.00181, -0.36262)  0.13
C (-0.11494, 1.73838, -1.48206)  -0.48
N (0.40370, -1.83823, 0.52923)  -0.37
N (-0.18863, 0.22491, 0.96451)  -0.08
H (-0.19645, -1.98453, -1.49291)  0.37
H (0.32339, -1.07917, 2.61760)  0.34
H (0.01063, 2.64913, -0.96869)  0.38
H (0.53425, 1.54501, -2.30936)  0.34
H (-0.57988, 0.97365, 1.63650)  0.33

---

Least stable of them? R.